No. 1
16
Properties=species:S:1:pos:R:3:forces:R:3 method="wB97M-V/def2-TZVPD" multiplicity=2 total_charge=+1 homo_lumo_gap_ev="14.30 / 4.71" s_squared=0.755 total_energy_ev=-4330.5794 de_lowest_kj_mol=63.0 lumo_ev="-2.9 / -11.2"
C 0.984127 -0.812038 -1.630371 -0.57 -0.84 -0.33
C -0.467156 -1.390692 -1.518601 1.76 0.29 -1.67
H 1.310701 0.039707 -1.048253 -0.17 0.17 0.37
H 1.639654 -1.664242 -1.438055 0.22 0.39 0.02
H 1.081562 -0.434135 -2.665690 -0.14 -0.22 0.01
H -0.816772 -1.107235 -0.463639 -0.02 0.13 0.22
H -0.393113 -2.457939 -1.706734 -0.35 -0.23 0.86
H -1.147357 -1.040860 -2.292064 -0.39 0.59 0.55
C -0.711289 0.552629 1.430140 -0.83 0.67 1.12
C 0.153410 1.701038 1.777327 1.24 -0.16 -2.19
H -1.686968 0.846055 1.043417 0.01 -0.11 0.18
H -0.313892 -0.258573 0.754248 0.30 -0.46 -0.21
H -0.808094 -0.135237 2.312166 -0.05 -0.21 -0.34
H 1.226328 1.491378 1.831392 -0.26 -0.44 0.79
H -0.204908 2.228814 2.661266 -0.17 0.21 0.31
H 0.153767 2.441331 0.953452 -0.57 0.22 0.31

No. 2
14
Properties=species:S:1:pos:R:3:forces:R:3 method="wB97M-V/def2-TZVPD" smiles="C=C/C(O)=C/C" homo_lumo_gap_ev=8.95 total_energy_ev=-7359.9439 de_lowest_kj_mol=223.0 lumo_ev=0.7
C 1.639856 1.746278 0.409619 0.91 -0.17 0.93
C 1.548430 0.518364 -0.103819 -0.43 1.39 -1.17
C 0.311793 -0.149840 -0.533255 0.19 -0.67 0.92
O 0.533077 -1.223805 -1.389472 -0.17 -0.54 0.66
C -0.901955 0.082856 -0.011780 -0.11 0.13 -0.55
C -1.949829 -0.945345 0.251802 -0.86 -0.18 -0.73
H 0.894405 2.283913 0.974348 -0.62 0.07 -0.61
H 2.621908 2.204780 0.479249 0.02 -0.19 0.17
H 2.474944 0.031327 -0.376559 -0.03 -0.08 -0.43
H 0.812707 -2.004089 -0.893717 0.11 0.00 -0.11
H -1.189066 1.112381 0.174103 0.49 -0.01 0.94
H -2.047637 -1.722904 -0.509638 0.31 0.02 0.00
H -1.813855 -1.443665 1.215336 0.31 0.07 0.00
H -2.934778 -0.490252 0.313784 -0.13 0.16 0.00

No. 3
13
Properties=species:S:1:pos:R:3:forces:R:3 method="wB97M-V/def2-TZVPD" smiles=Cc1cc[nH]c1 homo_lumo_gap_ev=8.97 total_energy_ev=-6784.6541 de_lowest_kj_mol=372.3 lumo_ev=0.8
C 1.871269 0.047716 0.180628 0.18 0.06 -0.16
C 0.399891 0.131980 -0.076214 0.00 -0.07 -0.37
C -0.461287 1.202605 0.192247 0.05 -0.35 0.49
C -1.825702 0.828781 0.053598 0.19 -0.82 0.64
N -1.669291 -0.513067 -0.476372 0.50 -0.49 -0.49
C -0.390805 -0.922665 -0.531542 -0.06 0.12 -0.39
H 2.189828 0.762106 0.947648 -0.12 -0.09 -0.19
H 2.154351 -0.953833 0.526542 -0.06 0.20 -0.13
H 2.418589 0.262190 -0.737633 0.22 -0.02 0.06
H -0.149389 2.198693 0.508990 -0.07 -0.45 0.25
H -1.871080 -0.103350 0.894795 -1.31 2.38 0.41
H -2.522565 -1.004088 -0.688865 0.29 -0.43 -0.08
H -0.143814 -1.937074 -0.793825 0.17 -0.03 -0.05